103
Properties=species:S:1:pos:R:3 method="wB97M-V/def2-TZVPD" total_charge=-1 e_homo_ev=-2.88 homo_lumo_gap_ev=4.995 total_energy_ev=-63686.5072 multiplicity=1
C 4.45507 2.34136 2.24213
C 3.07296 1.70636 1.97470
C 2.51967 1.97393 0.54133
C 1.34207 2.99943 0.51733
N 0.02866 2.36696 0.37019
C -0.72041 2.23777 1.64074
C -1.38906 0.85564 1.75634
C -0.26695 -0.18438 2.16408
C -0.59415 -1.70051 1.81397
O -0.60926 -1.11084 3.17652
P -2.15359 3.37377 1.53991
O -3.16768 2.71986 0.66633
O -1.79526 4.83964 0.87281
O -2.86097 3.44733 3.04952
H 4.73781 2.11106 3.28329
H 4.42303 3.43561 2.12820
H 5.21318 1.88362 1.58915
H 3.19060 0.60900 2.06531
H 2.34069 1.97758 2.75105
H 3.36303 2.30917 -0.09016
H 2.14295 1.03501 0.11063
H 1.42807 3.70557 1.36327
H 1.51130 3.60656 -0.39897
H -0.47435 2.97629 -0.27430
H -1.77870 0.47554 0.79716
H -2.10924 0.84168 2.58375
H 0.77624 0.14344 2.06443
H 0.40186 -1.95175 1.44981
H -1.47880 -1.50424 1.21338
H -1.22208 5.37327 1.44440
H -2.21818 3.82009 3.67464
C 0.13439 -5.87056 -2.18620
O 0.36101 -5.29888 -3.46321
C -0.82882 -5.01939 -4.19650
C -1.11203 -3.52779 -4.25395
N -1.52134 -3.00918 -2.95604
C -1.51151 -1.54758 -2.84690
C -0.20177 -0.80017 -3.11082
O 0.79888 -0.99376 -2.13069
C 1.52581 -2.19865 -2.24255
H 1.08337 -6.27231 -1.83061
H -0.20405 -5.12186 -1.46481
H -0.59217 -6.68647 -2.23654
H -1.68513 -5.57782 -3.80672
H -0.64696 -5.36799 -5.21849
H -1.90933 -3.34212 -4.98091
H -0.19970 -3.03855 -4.61814
H -0.90552 -3.37987 -2.24510
H -1.82205 -1.31118 -1.82683
H -2.28299 -1.14687 -3.51261
H -0.43801 0.26597 -3.07838
H 0.19824 -0.98796 -4.11600
H 1.68372 -2.49219 -3.28506
H 1.02993 -3.00135 -1.69032
H 2.50103 -2.04667 -1.77635
C 2.81965 -5.74856 -5.13102
O 4.01322 -5.13950 -5.60091
C 4.44590 -4.03435 -4.81586
C 5.67141 -4.38375 -3.98888
N 5.34533 -5.31220 -2.91154
C 6.50143 -5.93667 -2.27025
C 7.47114 -6.74928 -3.13347
O 6.94672 -7.96809 -3.63069
C 6.11606 -7.84497 -4.77117
H 2.44402 -6.39728 -5.92332
H 3.00856 -6.36931 -4.24943
H 2.05670 -5.00865 -4.89857
H 3.63882 -3.63971 -4.19151
H 4.72845 -3.24851 -5.52270
H 6.08663 -3.46764 -3.55724
H 6.41620 -4.80364 -4.67583
H 4.75503 -6.04646 -3.27846
H 6.10559 -6.60790 -1.50381
H 7.06716 -5.15839 -1.74712
H 8.30527 -7.03432 -2.48672
H 7.91089 -6.15682 -3.94431
H 6.45093 -7.05176 -5.44359
H 5.07782 -7.68064 -4.47538
H 6.14924 -8.79146 -5.31303
C -4.97499 5.56636 2.73487
O -6.30775 5.72777 3.21033
C -6.64688 4.85598 4.27862
C -6.73493 5.60578 5.59821
N -5.41951 6.03354 6.06249
C -5.44252 7.01750 7.14241
C -6.16765 8.34691 6.91069
O -5.53916 9.21301 5.98306
C -5.77340 8.90572 4.61868
H -4.90309 6.08180 1.77713
H -4.24989 6.02388 3.41796
H -4.72074 4.52175 2.58236
H -5.96194 4.00544 4.34195
H -7.64131 4.46022 4.04885
H -7.18536 4.95380 6.35407
H -7.40708 6.45834 5.44061
H -4.91073 6.43180 5.28464
H -4.39932 7.25059 7.37194
H -5.86374 6.54054 8.03446
H -6.15491 8.88338 7.86383
H -7.22590 8.21052 6.65880
H -6.78157 8.52157 4.44817
H -5.02912 8.19779 4.24997
H -5.65413 9.82527 4.04359

***

15
Properties=species:S:1:pos:R:3 method="wB97M-V/def2-TZVPD" relative_energy_kcal_mol=107.8 total_charge=0 e_homo_ev=-7.68 homo_lumo_gap_ev=7.876 total_energy_ev=-30475.8935 multiplicity=1
C -1.47903 -0.16007 0.46390
C -0.15094 -0.35247 1.17021
C -0.24004 0.53722 -1.33308
N -1.18483 -0.45123 -0.93201
O 3.81795 -0.32737 -0.48631
O 1.25200 1.98298 0.56056
S 2.61388 -0.88418 0.10643
S 1.01240 0.59972 0.13014
H -2.30227 -0.89345 0.99560
H -1.96259 0.76711 0.66710
H -0.14619 -0.00573 2.29900
H 0.35942 -1.26573 1.14340
H 0.25261 0.34697 -2.29311
H -0.78596 1.53612 -1.57378
H -1.05642 -1.42988 -0.91803

***

105
Properties=species:S:1:pos:R:3 method="wB97M-V/def2-TZVPD" relative_energy_kcal_mol=74.6 total_charge=+1 e_homo_ev=-9.83 homo_lumo_gap_ev=6.761 total_energy_ev=-154017.4269 multiplicity=1
N 4.88261 -0.22437 -1.67788
C 3.75648 0.30653 -2.25659
N 3.21692 1.74468 -2.23801
C 1.69738 1.57463 -2.04640
C 1.42907 -0.04443 -2.20975
S -0.27181 -0.66780 -2.68234
N 2.63536 -0.38535 -3.06107
H 5.06416 -1.27171 -1.69665
H 5.56091 0.35924 -1.13326
H 3.73204 2.13702 -1.40088
H 1.09846 2.04532 -2.93618
H 1.31536 1.96576 -0.99819
H 1.75723 -0.48331 -1.15403
H -1.03080 -0.58624 -1.48652
H 2.86957 -1.39264 -3.20070
C -2.46720 3.61670 -6.01383
S -2.84203 3.18872 -4.29631
O -1.55002 3.20893 -3.53462
C -3.25396 1.45719 -4.62166
H -2.14515 4.66015 -6.04880
H -1.66581 2.97786 -6.39249
H -3.36453 3.49547 -6.62488
H -2.40421 0.95147 -5.08587
H -4.12564 1.40667 -5.27861
H -3.48942 0.97180 -3.67184
C -4.31012 0.53524 1.10554
S -2.83932 1.51471 0.71708
O -1.92318 0.64895 -0.09594
C -2.19155 1.55555 2.40600
H -4.85865 0.35088 0.17878
H -4.01770 -0.41956 1.54890
H -4.94716 1.09106 1.79728
H -2.02955 0.53808 2.76912
H -2.89823 2.07793 3.05537
H -1.24098 2.09367 2.40051
C -5.19013 -3.67879 -5.74109
S -3.81128 -2.64791 -5.18467
O -4.39416 -1.42835 -4.53445
C -3.25727 -2.16927 -6.83927
H -5.71395 -4.06128 -4.86186
H -5.88138 -3.08559 -6.34442
H -4.80639 -4.51794 -6.32577
H -4.06742 -1.66904 -7.37479
H -2.93691 -3.05809 -7.38819
H -2.41276 -1.48387 -6.73805
C 0.65919 5.87891 -7.87150
S 0.51477 4.42656 -8.94078
O -0.70815 3.67119 -8.51211
C 1.95307 3.55775 -8.26983
H -0.17082 6.55477 -8.09069
H 0.61289 5.57746 -6.82236
H 1.60335 6.38955 -8.07419
H 1.82701 3.39921 -7.19637
H 2.85507 4.14463 -8.45936
H 2.03977 2.59099 -8.77089
C -7.61779 -0.93043 -1.37593
S -7.99261 -1.35840 0.34159
O -6.70061 -1.33819 1.10328
C -8.40455 -3.08993 0.01624
H -7.29573 0.11303 -1.41090
H -6.81640 -1.56926 -1.75459
H -8.51511 -1.05165 -1.98698
H -7.55479 -3.59566 -0.44797
H -9.27623 -3.14045 -0.64071
H -8.64001 -3.57532 0.96606
C 6.83324 -3.75449 1.56135
S 5.39429 -4.43214 0.69897
O 5.56031 -4.13004 -0.76084
C 4.20171 -3.24672 1.36698
H 7.71646 -4.32410 1.26268
H 6.97139 -2.70483 1.29144
H 6.69079 -3.84918 2.64024
H 4.50186 -2.22854 1.10896
H 4.14554 -3.35794 2.45253
H 3.22213 -3.45673 0.93163
C -1.56538 6.97581 2.44629
S -0.94271 5.29774 2.18197
O -2.02624 4.34518 2.59241
C 0.27808 5.33985 3.51673
H -2.37557 7.16076 1.73697
H -1.94636 7.07759 3.46522
H -0.76216 7.69536 2.27208
H -0.21640 5.54223 4.46956
H 1.02104 6.11329 3.30751
H 0.77341 4.36748 3.56521
C 2.53929 -3.10130 5.50796
S 4.01010 -2.12182 5.11951
O 4.92624 -2.98758 4.30648
C 4.65786 -2.08099 6.80843
H 1.99077 -3.28565 4.58121
H 2.83171 -4.05609 5.95132
H 1.90225 -2.54548 6.19971
H 4.81987 -3.09846 7.17154
H 3.95119 -1.55860 7.45779
H 5.60844 -1.54286 6.80293
C 5.97547 -3.93516 11.08557
S 4.44938 -3.95793 10.11394
O 4.34719 -2.64033 9.40446
C 3.32574 -3.90066 11.53094
H 6.82436 -3.92808 10.39776
H 6.00835 -3.03923 11.71003
H 6.02459 -4.83013 11.70998
H 3.52174 -3.00695 12.12777
H 3.46179 -4.79691 12.14102
H 2.29911 -3.86976 11.15910

***

- Which value of multiplicity does entry 2 give?
  1